Here is 2 unconnected molecules or ions with the total composition C36H76O4P2 in a non-equilibrium geometry from the Open Molecules 2025 dataset. Energies are from the ωB97M-V functional and the def2-TZVPD basis.

Summary:
Gap between HOMO and LUMO, Ha: 0.2096
LUMO, eV: -0.432

Each line ends with the Löwdin charge.
Positions of all 118 atoms, in Å:
C1 10.90248 -7.86895 -3.18938  -0.0300
C2 10.49204 -6.38291 -2.55827  -0.2804
O1 11.47436 -5.75674 -1.87736  -0.0547
O2 9.12629 -5.86345 -2.74224  -0.1014
C3 8.86253 -4.67843 -1.91011  -0.1887
C4 9.48865 -3.30914 -2.56397  -0.1854
C5 8.37959 -2.12193 -2.84854  -0.2115
C6 7.78707 -1.44364 -1.44006  -0.1967
C7 6.15210 -1.50284 -1.55266  -0.2230
C8 5.38678 -0.25105 -0.74994  -0.1428
C9 3.99663 0.02183 -1.57473  -0.3745
C10 3.08457 -1.29542 -2.05458  -0.2097
O3 2.25317 -0.68301 -3.14392  -0.4237
P1 1.72672 0.77844 -2.28150  0.4802
C11 0.12037 0.50588 -3.34771  -0.3392
C12 -0.67966 -0.76476 -2.68956  -0.2546
C13 -1.60635 -1.61349 -3.78007  -0.3307
C14 -0.70381 -2.58501 -4.77349  -0.1135
C15 -2.50847 -2.66386 -2.84541  -0.2035
C16 -4.03621 -2.87907 -3.42181  -0.1916
C17 -5.03660 -2.76233 -2.08849  -0.1043
C18 -5.92912 -3.95671 -1.86139  -0.2873
C19 -7.11131 -4.37058 -2.92000  -0.1145
C20 -5.60793 -4.82433 -0.47430  -0.1055
O4 3.02015 1.00724 -1.08521  -0.3933
H1 10.57036 -7.99459 -4.31695  0.0922
H2 10.40104 -8.69093 -2.48368  0.0997
H3 12.06176 -8.06870 -3.12227  0.0932
H4 7.68227 -4.56449 -1.81685  0.1403
H5 9.27241 -4.82415 -0.82103  0.1332
H6 10.28148 -2.88199 -1.81672  0.1165
H7 9.99385 -3.57084 -3.59226  0.1216
H8 7.47234 -2.65759 -3.40472  0.1123
H9 8.85634 -1.31536 -3.56640  0.1133
H10 8.12112 -2.17504 -0.58177  0.1053
H11 8.19403 -0.35864 -1.27547  0.1104
H12 5.89234 -1.32874 -2.70445  0.1119
H13 5.67675 -2.54408 -1.26778  0.1173
H14 6.02083 0.75706 -0.80630  0.1176
H15 5.24851 -0.47804 0.38995  0.1076
H16 4.36123 0.43529 -2.60843  0.1298
H17 3.64052 -2.17700 -2.58820  0.1113
H18 2.34899 -1.69881 -1.20522  0.1140
H19 2.43500 1.55414 -3.26795  0.0203
H20 1.05466 2.00174 -1.82252  -0.0342
H21 1.08201 0.07482 -1.17192  0.0038
H22 0.51611 0.14295 -4.41007  0.0758
H23 -0.50469 1.49022 -3.45183  0.0678
H24 -1.39450 -0.32950 -1.86281  0.0829
H25 0.00016 -1.56274 -2.16357  0.1028
H26 -2.27990 -0.86116 -4.37257  0.1280
H27 -1.45560 -3.31647 -5.34175  0.0786
H28 -0.02782 -3.28893 -4.09314  0.0903
H29 -0.07734 -2.00139 -5.57119  0.0752
H30 -1.91954 -3.67544 -2.73186  0.1140
H31 -2.58203 -2.20933 -1.74404  0.0903
H32 -4.06148 -3.98466 -3.87029  0.1170
H33 -4.33744 -2.06052 -4.22180  0.1025
H34 -5.02681 -1.84599 -1.34722  0.0993
H35 -7.57136 -3.39723 -3.41958  0.0838
H36 -7.98591 -4.92302 -2.33201  0.0860
H37 -6.73568 -5.05784 -3.79321  0.0704
H38 -6.39375 -4.45215 0.31593  0.0691
H39 -4.51402 -4.58422 -0.13196  0.0725
H40 -5.69703 -5.96430 -0.72485  0.0815
C21 0.93691 2.37637 1.13276  -0.1030
C22 -0.23349 3.25545 0.72312  -0.2570
C23 -0.54773 4.35700 1.73319  -0.2282
C24 -1.26992 3.90958 3.00664  -0.2697
P2 -3.02563 3.64297 2.93899  0.9970
C25 -3.76056 5.10265 2.15869  -0.2698
C26 -3.40013 6.51206 2.62488  -0.2305
C27 -4.01003 7.01668 3.93460  -0.2672
C28 -5.51505 6.83172 4.05015  -0.1046
C29 -3.71808 3.60507 4.57184  -0.2731
C30 -3.29056 2.59633 5.62761  -0.2206
C31 -3.89560 1.19973 5.55915  -0.2558
C32 -5.38580 1.14897 5.24999  -0.1058
C33 -3.56830 2.33970 1.86440  -0.2638
C34 -3.39902 0.84740 2.11276  -0.2203
C35 -1.99975 0.34947 2.46685  -0.2598
C36 -1.30369 -0.34114 1.30448  -0.0992
H41 0.76958 1.89633 2.09930  0.0609
H42 1.09483 1.59135 0.38678  0.0269
H43 1.85907 2.96371 1.19910  0.0891
H44 -1.11096 2.63682 0.53929  0.0770
H45 0.01607 3.72435 -0.23667  0.1107
H46 -1.14511 5.12094 1.22696  0.0951
H47 0.39320 4.84511 2.01734  0.1255
H48 -1.12804 4.71507 3.73946  0.1065
H49 -0.76262 3.04979 3.45003  0.0894
H50 -4.84824 4.97339 2.15729  0.0999
H51 -3.46921 5.03913 1.10211  0.1057
H52 -3.71548 7.20568 1.83489  0.1237
H53 -2.31228 6.61206 2.69594  0.1038
H54 -3.79236 8.08981 4.01701  0.1158
H55 -3.51051 6.55819 4.79048  0.0876
H56 -6.03634 7.35441 3.24192  0.0852
H57 -5.87061 7.24227 5.00122  0.0807
H58 -5.80331 5.77821 4.02262  0.0527
H59 -4.80927 3.64711 4.50241  0.0970
H60 -3.42839 4.56104 5.00918  0.0845
H61 -3.56994 3.01394 6.60391  0.1211
H62 -2.19715 2.51441 5.63728  0.1144
H63 -3.72598 0.70267 6.52079  0.1172
H64 -3.34509 0.60340 4.83588  0.0733
H65 -5.96623 1.64761 6.03214  0.0833
H66 -5.71801 0.10697 5.19080  0.0849
H67 -5.62365 1.61671 4.29313  0.0550
H68 -3.17928 2.55481 0.86453  0.1036
H69 -4.65230 2.49160 1.76468  0.1101
H70 -3.76316 0.31225 1.22479  0.1245
H71 -4.09126 0.54844 2.90066  0.0804
H72 -2.07920 -0.39151 3.27103  0.1064
H73 -1.37591 1.14932 2.85712  0.0712
H74 -1.82781 -1.26246 1.03187  0.0808
H75 -0.28117 -0.61142 1.58700  0.0860
H76 -1.26062 0.30030 0.42101  0.0565